[1]
Computed, not measured: a 10-piece molecular cluster, C13H47N17O10 overall, with ωB97M-V with the def2-TZVPD basis set.

The geometry in XYZ format:
```
87
C13H47N17O10 ωB97M-V with the def2-TZVPD basis set
C -6.59797 0.53362 8.13282
O -7.06444 1.65871 8.81554
C -6.26871 2.81161 8.95332
C -6.75462 3.67172 10.13845
C -8.20028 4.17712 9.91863
N -5.79893 4.78078 10.44285
H -7.36511 -0.22123 7.97757
H -5.73566 0.01387 8.56669
H -6.25095 0.86376 7.14392
H -5.23812 2.46844 9.10324
H -6.32920 3.35914 8.00421
H -6.69384 3.12247 11.07830
H -8.49273 4.90890 10.66594
H -8.79678 3.26853 9.84785
H -8.18504 4.65709 8.93643
H -6.23985 5.50987 10.99485
H -5.74119 5.22827 9.52542
N -14.51221 4.29908 10.84921
C -13.96755 3.11067 11.25671
N -14.42339 2.73812 12.48304
O -12.96641 2.61903 10.73808
H -15.26868 4.62763 11.41536
H -14.13215 4.89556 10.13822
H -14.02302 1.89833 12.86828
H -15.30726 3.05744 12.82925
N -13.61598 4.03581 15.64150
C -14.25518 4.74278 16.61283
N -13.73964 5.96316 16.91315
O -15.29348 4.35673 17.13970
H -12.73968 4.25163 15.20058
H -13.94187 3.09573 15.50616
H -12.80843 6.22422 16.63920
H -14.31822 6.57453 17.45577
N -10.07175 1.58861 7.05703
C -10.90695 2.10755 8.01558
N -10.69331 1.64081 9.26452
O -11.78041 2.93638 7.73181
H -9.07731 1.55622 7.19718
H -10.47199 1.82005 6.15977
H -10.01954 0.91768 9.50559
H -11.47423 1.86184 9.87957
N -7.83593 0.90986 11.64716
C -8.83571 0.01247 11.46447
N -9.55394 -0.22734 12.57693
O -9.14690 -0.44543 10.35030
H -7.74892 1.35052 12.54780
H -7.17671 1.14308 10.92434
H -9.52958 0.45254 13.33330
H -10.36813 -0.80549 12.47105
N -11.23546 5.23086 9.94557
C -11.40839 6.22102 9.03320
N -12.06936 5.81608 7.93696
O -10.98869 7.36740 9.25202
H -11.66305 4.32086 9.83673
H -10.95257 5.48900 10.87728
H -12.32699 4.84131 8.00805
H -12.25992 6.44809 7.18494
N -5.55737 0.95928 15.68211
C -6.22817 1.75611 14.84451
N -5.49950 2.33013 13.84901
O -7.45157 1.93219 14.98109
H -4.60321 0.69492 15.51738
H -5.99782 0.66684 16.53505
H -5.93915 2.86467 13.12403
H -4.60156 1.91131 13.68025
N -9.44650 5.67796 14.82832
C -9.62043 5.03114 16.00561
N -8.49460 4.31447 16.34109
O -10.71353 4.97097 16.56548
H -8.61673 5.92486 14.32961
H -10.30859 6.04586 14.46943
H -8.33514 4.07153 17.30253
H -7.75493 4.39514 15.67555
N -12.16175 7.72978 13.98692
C -11.69998 7.35767 12.76600
N -12.34089 8.01329 11.74081
O -10.71558 6.61686 12.56557
H -11.68297 7.35363 14.78659
H -13.00571 8.26060 13.99861
H -12.17859 7.67305 10.79895
H -12.97440 8.69719 12.09403
C -10.41758 3.31014 13.22562
O -10.20306 2.17072 14.06273
H -9.45661 3.83215 13.20515
H -10.73783 2.99957 12.23514
H -11.10194 3.98312 13.74629
H -9.35178 2.22762 14.51944
```

Calculated values
**Orbital gap**: 9.10 eV
**E_HOMO**: -9.038 eV
**SMILES string**: COC[C@H](C)N.NC(N)=O.NC(N)=O.NC(N)=O.NC(N)=O.NC(N)=O.NC(N)=O.NC(N)=O.NC(N)=O.CO
**Net charge**: 0
**E_LUMO**: 0.0023 hartree

Here are the Löwdin charges for atoms 1 to 6, given in e:
1. C -0.114
2. O -0.243
3. C -0.182
4. C -0.419
5. C -0.044
6. N 0.025

***

[2]
Computed, not measured: a 2-piece molecular cluster, C6H10O overall, with ωB97M-V with the def2-TZVPD basis set.

The geometry in XYZ format:
```
17
C6H10O ωB97M-V with the def2-TZVPD basis set
O 2.28089 -1.17256 0.72656
C 1.92825 -0.53612 -0.24390
C 0.52015 -0.07637 -0.35328
C -0.12443 1.08219 -0.18645
C -1.62374 0.83452 -0.12454
C -1.66274 -0.65399 0.25169
C -0.47017 -1.21090 -0.51880
H 2.61313 -0.38852 -1.10188
H 0.30165 2.07454 -0.06722
H -2.09148 0.99484 -1.10869
H -2.14406 1.47844 0.59228
H -1.43249 -0.74760 1.32126
H -2.60871 -1.15979 0.04426
H -0.08611 -2.16479 -0.15000
H -0.69787 -1.32156 -1.58988
H 2.66115 1.18603 1.47293
H 2.63659 1.78163 1.03567
```

Calculated values
**Orbital gap**: 10.35 eV
**E_HOMO**: -9.470 eV
**SMILES string**: O=CC1=CCCC1.[H][H]
**Energy relative to the best compared isomer or geometry (same formula, charge and spin)**: 1.699 eV
**Net charge**: 0
**E_LUMO**: 0.0323 hartree

Here are the Löwdin charges for atoms 1 to 6, given in e:
1. O 0.027
2. C -0.262
3. C -0.226
4. C -0.044
5. C -0.181
6. C -0.190

***

[3]
Computed, not measured: a 6-piece molecular cluster, C14H40BrN2O8 overall, with ωB97M-V with the def2-TZVPD basis set.

The geometry in XYZ format:
```
65
C14H40BrN2O8 ωB97M-V with the def2-TZVPD basis set
Br 1.02738 0.78512 -0.08227
C -2.09508 -1.56024 -1.62587
C -1.89868 -2.67362 -0.63664
C -0.69964 -3.63174 -1.07721
O -0.78325 -4.21277 -2.38333
C 0.45358 -4.34015 -3.11785
N -1.54779 -2.03484 0.61988
H -2.82111 -0.81467 -1.30166
H -2.38668 -1.88952 -2.62320
H -1.12459 -1.10136 -1.81476
H -2.83003 -3.19462 -0.41477
H -0.43117 -4.46784 -0.43149
H 0.19741 -3.01266 -1.08889
H 0.99739 -5.19496 -2.71580
H 1.10498 -3.46764 -3.16788
H 0.28594 -4.58061 -4.16771
H -0.77469 -1.38530 0.59708
H -2.30240 -1.39854 0.83383
C -2.33426 3.01877 1.22001
C -2.84650 2.01834 0.24972
C -4.34726 2.17574 -0.19010
O -4.87657 0.91367 -0.79488
C -5.64250 0.20309 0.08227
N -2.06504 2.03539 -0.95171
H -2.93283 2.90910 2.12434
H -2.50918 3.98623 0.74936
H -1.36687 2.92827 1.71405
H -2.53207 1.03749 0.60635
H -4.49881 3.06999 -0.79461
H -4.83645 2.41715 0.75357
H -5.00671 0.09618 0.96114
H -6.05457 -0.66803 -0.42709
H -6.53357 0.72519 0.43086
H -2.14147 1.13920 -1.41116
H -1.12871 1.91556 -0.59249
C -0.30092 0.80202 3.62729
C -0.97032 1.93126 4.35176
O -2.22894 1.38221 4.72429
O -1.01380 0.42476 2.48585
H -0.37027 -0.05038 4.30308
H 0.66215 1.20287 3.31120
H -1.02064 2.81196 3.71150
H -0.31877 2.23450 5.17129
H -2.56691 0.83224 4.01372
H -0.52149 0.56043 1.67294
C 4.49862 1.81458 2.14351
C 4.84407 1.72782 0.58813
O 3.82700 2.51645 -0.01076
O 3.28590 1.10414 2.53973
H 4.36279 2.85006 2.45566
H 5.35086 1.41842 2.69564
H 4.96444 0.71811 0.19559
H 5.83762 2.11232 0.35766
H 3.04383 1.97839 0.12613
H 2.79244 0.84144 1.75929
C 3.80737 -1.32501 -2.45686
C 5.10954 -1.48569 -3.21860
O 5.88937 -0.21788 -3.13358
O 2.78170 -0.59889 -3.13153
H 3.90463 -1.05652 -1.40494
H 3.16865 -2.20110 -2.56926
H 4.90362 -1.77795 -4.24830
H 5.65392 -2.26461 -2.68471
H 5.74267 0.17678 -3.99631
H 2.16268 -0.20805 -2.51052
```

Calculated values
**Orbital gap**: 8.83 eV
**E_HOMO**: -6.046 eV
**Energy relative to the best compared isomer or geometry (same formula, charge and spin)**: 3.156 eV
**Net charge**: -1
**E_LUMO**: 0.1023 hartree

Here are the Löwdin charges for atoms 1 to 6, given in e:
1. Br 0.164
2. C -0.077
3. C -0.398
4. C -0.160
5. O -0.208
6. C -0.096

***

[4]
Computed, not measured: the molecule CH4N2P2, with ωB97M-V with the def2-TZVPD basis set.

The geometry in XYZ format:
```
9
CH4N2P2 ωB97M-V with the def2-TZVPD basis set
N 1.54963 1.92029 2.03587
C 0.57813 1.64514 1.38750
P -0.07143 1.48478 -0.24518
P 0.75807 -0.14031 -1.37053
N -0.56395 -1.43032 -1.29109
H 2.40742 2.37474 1.90973
H -1.51788 0.96392 0.10081
H -0.65781 -1.51558 -2.30238
H -0.17301 -2.36126 -0.97765
```

Calculated values
**Orbital gap (spin up / spin down)**: 6.93 / 5.96 eV
**E_HOMO (spin up / spin down)**: -7.519 / -7.111 eV
**SMILES string**: N=C=[PH]=PN
**Energy relative to the best compared isomer or geometry (same formula, charge and spin)**: 2.725 eV
**Net charge**: 0
**E_LUMO (spin up / spin down)**: -0.0214 / -0.0424 hartree

Here are the Löwdin charges for atoms 1 to 6, given in e:
1. N 0.100
2. C -0.466
3. P 0.403
4. P 0.361
5. N -0.388
6. H 0.068

***

[5]
Computed, not measured: an isolated ion of composition C4H6BrN3P and charge +1, with ωB97M-V with the def2-TZVPD basis set.

The geometry in XYZ format:
```
15
C4H6BrN3P ωB97M-V with the def2-TZVPD basis set
C -0.69942 2.03267 -0.84682
C -0.53248 1.89137 0.39379
C -0.04891 0.65218 1.13208
C 0.27644 -0.50160 0.15513
N -0.22606 0.49207 2.34711
N -0.26397 -0.56767 -0.96221
N 0.80032 -1.53404 0.80676
P -0.51980 -1.65916 -2.23646
Br -0.55364 3.40323 1.58056
H -0.72566 1.89270 -1.86574
H -0.14918 -0.28300 3.09544
H 1.51792 -1.37484 1.58058
H 0.88030 -2.35369 0.20473
H 0.86368 -1.55514 -2.29152
H -0.61955 -0.53509 -3.09344
```

Calculated values
**Orbital gap (spin up / spin down)**: 6.62 / 6.62 eV
**E_HOMO (spin up / spin down)**: -13.421 / -13.421 eV
**Energy relative to the best compared isomer or geometry (same formula, charge and spin)**: 4.605 eV
**Net charge**: +1
**E_LUMO (spin up / spin down)**: -0.2500 / -0.2500 hartree

Here are the Löwdin charges for atoms 1 to 6, given in e:
1. C 0.291
2. C -0.645
3. C -0.334
4. C -0.479
5. N 0.199
6. N -0.267

***

[6]
Computed, not measured: the molecule C3H6N2O, with ωB97M-V with the def2-TZVPD basis set.

The geometry in XYZ format:
```
12
C3H6N2O ωB97M-V with the def2-TZVPD basis set
C 0.36384 1.23196 -0.02272
C 0.29455 -0.26323 -0.00014
C 1.60682 -1.04042 -0.00444
O 2.69822 -0.52936 0.00006
N -0.72627 -1.01984 0.05072
N -1.97582 -0.43873 -0.10140
H -0.09185 1.62311 -0.93285
H 1.40949 1.52790 0.00410
H -0.15380 1.65616 0.83906
H 1.46672 -2.13674 -0.03432
H -2.16089 0.49377 0.25585
H -2.73101 -1.10457 -0.05392
```

Calculated values
**Orbital gap**: 9.96 eV
**E_HOMO**: -9.323 eV
**SMILES string**: C/C(C=O)=N\N
**Energy relative to the best compared isomer or geometry (same formula, charge and spin)**: 2.039 eV
**Net charge**: 0
**E_LUMO**: 0.0235 hartree

Here are the Löwdin charges for atoms 1 to 6, given in e:
1. C -0.038
2. C -0.336
3. C -0.216
4. O 0.042
5. N 0.008
6. N 0.024

***

no.,energy (eV)
1,-60057.6367
2,-8429.5414
3,-104567.8064
4,-22655.7842
5,-88034.0524
6,-8234.6596